No. 1
The following is a quantum chemistry calculation of a molecular structure, C35H38N4Tl in a non-equilibrium geometry, from the Open Molecules 2025 dataset.

The geometry in XYZ format:
```
78
Properties=species:S:1:pos:R:3
Tl 0.18 0.31 0.20
N 1.02 -0.41 3.02
N -1.82 1.15 1.39
C -0.06 -0.74 -2.06
C -0.91 -1.55 -1.26
C -0.13 -2.19 -0.25
C -0.61 -3.09 0.85
H -1.71 -3.07 0.96
H -0.17 -2.88 1.85
H -0.32 -4.12 0.58
C 1.24 -1.78 -0.43
C 2.38 -2.14 0.49
H 2.87 -3.04 0.06
H 2.07 -2.38 1.52
H 3.16 -1.36 0.57
C 1.28 -0.89 -1.57
C 2.51 -0.15 -2.07
H 3.26 0.06 -1.28
H 2.27 0.81 -2.56
H 2.97 -0.82 -2.82
C -2.41 -1.66 -1.39
H -2.68 -2.73 -1.48
H -2.77 -1.15 -2.30
H -3.01 -1.25 -0.54
C -0.46 0.14 -3.22
H -0.03 1.16 -3.21
H -1.56 0.27 -3.29
H -0.12 -0.36 -4.15
C 1.86 -0.23 4.04
H 2.86 -0.63 3.91
C 1.46 0.40 5.22
H 2.17 0.49 6.03
C 0.17 0.90 5.32
H -0.19 1.40 6.21
C -0.69 0.77 4.25
H -1.71 1.13 4.24
C -0.23 0.12 3.10
C -1.18 -0.01 2.00
H -1.71 -0.98 1.85
C -1.48 1.41 0.07
C -2.83 2.03 1.75
H -3.22 2.01 2.74
C -3.09 2.79 0.70
H -3.77 3.60 0.52
N -2.28 2.44 -0.35
C -2.23 2.88 -1.73
C -3.13 2.32 -2.64
C -3.10 2.78 -3.95
H -3.81 2.37 -4.68
C -2.19 3.76 -4.37
C -2.18 4.27 -5.78
H -1.31 3.92 -6.34
H -2.16 5.37 -5.81
H -3.07 3.94 -6.33
C -1.28 4.27 -3.43
H -0.56 5.03 -3.73
C -1.27 3.83 -2.11
C -0.28 4.35 -1.11
H -0.74 4.93 -0.30
H 0.43 5.03 -1.61
H 0.32 3.55 -0.65
C -4.11 1.26 -2.23
H -5.10 1.67 -1.99
H -3.79 0.70 -1.34
H -4.27 0.53 -3.04
N 1.93 1.03 0.84
C 3.03 1.05 1.18
C 4.34 1.01 1.52
C 5.19 2.10 1.21
C 6.55 2.02 1.53
C 7.08 0.88 2.16
C 6.23 -0.19 2.46
C 4.88 -0.13 2.15
H 4.79 2.98 0.71
H 7.21 2.85 1.29
H 8.14 0.82 2.41
H 6.63 -1.09 2.95
H 4.24 -0.99 2.38
```

Results
Highest occupied orbital energy (alpha / beta) = -1.7800 / -0.9930 eV
Gap between HOMO and LUMO (alpha / beta) = 4.33 / 3.56 eV
Total charge = -1
Energy relative to the best compared isomer or geometry (same formula, charge and spin) = 140.66 kJ/mol

=====

No. 2
The following is a quantum chemistry calculation of a molecular structure, C35H39AsBrN3NaO3SSeSi, from the Open Molecules 2025 dataset.

The geometry in XYZ format:
```
86
Properties=species:S:1:pos:R:3
Na -0.95 -0.21 1.30
O -0.74 6.59 1.40
C -0.90 5.38 0.80
C 0.17 4.62 0.34
C -0.10 3.40 -0.23
N -1.34 2.91 -0.38
C -2.32 3.65 0.07
Br -4.08 2.93 -0.11
C -2.19 4.89 0.66
H 0.21 6.76 1.49
H 1.19 4.95 0.46
H 0.71 2.77 -0.56
H -3.04 5.45 1.03
O -0.54 0.98 3.10
C 0.64 1.08 2.68
O 1.01 1.73 1.67
C 1.69 0.25 3.39
C 2.34 0.78 4.49
C 3.32 0.06 5.17
C 3.65 -1.21 4.72
C 3.00 -1.75 3.62
C 2.01 -1.04 2.92
S 1.27 -1.80 1.51
H 2.07 1.77 4.83
H 3.82 0.49 6.03
H 4.41 -1.79 5.23
H 3.25 -2.74 3.27
C 1.77 -4.26 -3.06
C 2.69 -3.76 -2.15
C 2.55 -2.48 -1.64
C 1.49 -1.68 -2.05
C 0.56 -2.18 -2.95
C 0.70 -3.47 -3.46
As 1.20 0.12 -1.32
C 1.44 1.06 -3.04
C 0.51 1.20 -4.06
C 0.84 1.94 -5.19
C 2.08 2.54 -5.29
C 3.01 2.42 -4.27
C 2.69 1.67 -3.14
C 3.57 1.47 -1.97
C 4.85 2.00 -1.82
C 5.57 1.75 -0.66
C 5.01 0.99 0.36
C 3.73 0.46 0.22
C 3.02 0.68 -0.95
H 1.87 -5.27 -3.45
H 3.51 -4.38 -1.82
H 3.26 -2.11 -0.91
H -0.28 -1.57 -3.25
H -0.03 -3.85 -4.16
H -0.46 0.74 -3.97
H 0.11 2.04 -5.99
H 2.33 3.12 -6.18
H 3.98 2.90 -4.36
H 5.29 2.61 -2.61
H 6.56 2.17 -0.55
H 5.56 0.82 1.27
H 3.29 -0.12 1.02
C -4.14 -4.10 2.58
Si -3.68 -2.31 2.97
C -1.97 -2.25 3.69
C -4.91 -1.67 4.24
Se -3.81 -1.03 1.12
H -4.14 -4.70 3.49
H -3.41 -4.53 1.89
H -5.12 -4.17 2.12
H -1.91 -2.93 4.55
H -1.72 -1.24 4.04
H -1.19 -2.53 2.98
H -5.12 -2.42 5.01
H -5.85 -1.38 3.78
H -4.50 -0.79 4.74
N -5.01 -2.03 -1.53
C -3.79 -1.61 -2.29
C -3.63 -0.09 -2.24
N -2.20 0.18 -2.09
H -5.09 -3.04 -1.46
H -5.87 -1.64 -1.90
H -4.82 -1.64 -0.50
H -3.83 -2.02 -3.30
H -2.96 -2.07 -1.75
H -4.21 0.29 -1.39
H -4.02 0.38 -3.14
H -1.93 -0.28 -1.22
H -2.05 1.17 -1.91
```

Results
Highest occupied orbital energy = -3.6129 eV
Gap between HOMO and LUMO = 4.98 eV
Total charge = -1

=====

No. 3
The following is a quantum chemistry calculation of a molecular structure, C35H39AsCl2NO3Pd, from the Open Molecules 2025 dataset.

The geometry in XYZ format:
```
82
Properties=species:S:1:pos:R:3
Pd 2.02 -0.73 0.74
Cl 7.84 -0.12 5.35
C 6.69 -0.46 4.09
C 7.15 -0.75 2.80
C 6.27 -1.01 1.79
Cl 6.88 -1.41 0.22
C 4.84 -0.97 1.97
O 4.07 -1.17 0.98
C 4.42 -0.72 3.31
C 3.04 -0.80 3.71
O 2.06 -1.09 3.03
C 5.35 -0.45 4.33
H 8.22 -0.78 2.60
H 2.87 -0.60 4.79
H 4.98 -0.26 5.34
C -3.09 -2.37 -5.84
C -2.50 -1.72 -4.61
C -2.61 -0.36 -4.39
C -2.08 0.25 -3.25
C -2.25 1.75 -3.14
C -1.43 -0.52 -2.28
As -0.64 0.56 -0.80
N 0.04 -0.45 0.58
C -0.64 -1.24 1.51
C -1.63 -0.74 2.37
C -2.24 -1.55 3.32
C -1.85 -2.87 3.48
C -0.84 -3.37 2.67
C -0.26 -2.58 1.70
C -2.32 1.21 0.05
C -3.57 0.58 0.08
C -3.81 -0.83 -0.42
C -4.66 1.24 0.65
C -4.54 2.50 1.22
C -5.72 3.19 1.84
C -3.28 3.09 1.22
C -2.18 2.47 0.65
C -0.85 3.17 0.72
C -1.25 -1.89 -2.53
C -0.48 -2.79 -1.61
C -1.80 -2.46 -3.67
H -3.57 -1.63 -6.48
H -3.83 -3.12 -5.57
H -2.32 -2.87 -6.42
H -3.12 0.26 -5.12
H -2.58 2.16 -4.09
H -1.31 2.24 -2.86
H -2.98 2.02 -2.37
H -1.90 0.30 2.30
H -3.00 -1.12 3.96
H -2.32 -3.49 4.24
H -0.51 -4.40 2.79
H 0.52 -3.00 1.07
H -2.96 -1.47 -0.20
H -3.98 -0.86 -1.50
H -4.69 -1.25 0.08
H -5.62 0.74 0.67
H -6.64 2.63 1.67
H -5.86 4.19 1.44
H -5.59 3.29 2.92
H -3.16 4.06 1.69
H -0.92 4.06 1.35
H -0.50 3.47 -0.27
H -0.07 2.52 1.14
H 0.30 -2.24 -1.08
H -0.02 -3.60 -2.17
H -1.13 -3.23 -0.85
H -1.66 -3.53 -3.84
C 2.69 2.28 -2.07
C 3.23 1.22 -1.11
C 4.37 0.45 -1.79
C 3.72 1.91 0.16
O 2.13 0.37 -0.87
H 3.49 2.91 -2.46
H 1.96 2.92 -1.56
H 2.18 1.79 -2.91
H 5.24 1.10 -1.95
H 4.03 0.08 -2.76
H 4.66 -0.39 -1.18
H 4.35 2.78 -0.09
H 4.31 1.24 0.78
H 2.87 2.27 0.74
```

Results
Highest occupied orbital energy = -4.5257 eV
Gap between HOMO and LUMO = 6.89 eV
Total charge = -1

=====

No. 4
The following is a quantum chemistry calculation of a molecular structure, C35H39BiBrN5O7PS in a non-equilibrium geometry, from the Open Molecules 2025 dataset.

The geometry in XYZ format:
```
90
Properties=species:S:1:pos:R:3
Bi -0.19 -0.89 0.40
Br -2.57 5.86 -1.58
C -2.01 4.46 -0.44
C -2.79 4.13 0.66
C -2.41 3.07 1.46
C -1.28 2.31 1.13
C -0.50 2.67 0.03
C -0.85 3.76 -0.74
N -0.98 1.13 1.79
C -1.18 0.90 3.02
C -0.95 -0.43 3.57
C -1.02 -0.66 4.94
C -0.82 -1.94 5.42
C -0.54 -2.95 4.51
C -0.47 -2.64 3.15
N -0.68 -1.42 2.71
H -3.68 4.70 0.88
H -3.01 2.78 2.31
H 0.39 2.10 -0.20
H -0.24 4.05 -1.58
H -1.48 1.67 3.73
H -1.22 0.15 5.63
H -0.88 -2.15 6.48
H -0.38 -3.97 4.84
H -0.24 -3.39 2.40
O -0.93 -4.52 -1.30
S -0.32 -3.66 -0.34
O 0.23 -4.29 0.82
O -1.39 -2.59 0.16
O 0.68 -2.71 -0.96
C -0.07 -0.61 -5.65
N -1.24 0.03 -4.92
C -2.36 -1.01 -4.84
N -1.89 -2.20 -4.25
C -0.79 -2.76 -4.99
N 0.33 -1.83 -5.05
C 0.96 -1.65 -3.75
P -0.20 -0.95 -2.45
C -0.84 0.46 -3.57
C -1.63 -2.10 -2.83
H 0.76 0.10 -5.66
H -0.39 -0.81 -6.68
H -1.57 0.84 -5.46
H -2.70 -1.19 -5.86
H -3.16 -0.57 -4.23
H -1.10 -2.99 -6.01
H -0.46 -3.68 -4.50
H 1.83 -1.00 -3.86
H 1.30 -2.62 -3.38
H -0.07 1.23 -3.65
H -1.72 0.89 -3.07
H -2.52 -1.73 -2.33
H -1.40 -3.09 -2.44
O -3.55 0.72 -1.93
C -3.06 0.37 -0.87
O -1.78 0.12 -0.80
C -3.85 0.30 0.40
C -4.80 1.29 0.65
C -5.48 1.29 1.86
C -5.24 0.30 2.80
C -4.33 -0.71 2.52
C -3.62 -0.71 1.33
H -5.00 2.03 -0.11
H -6.20 2.07 2.07
H -5.77 0.30 3.74
H -4.17 -1.50 3.23
H -2.94 -1.50 1.09
C 6.81 3.23 1.43
C 5.87 2.07 1.39
C 4.72 2.05 2.17
C 3.84 0.99 2.14
C 2.65 1.04 3.05
C 4.08 -0.10 1.28
C 3.16 -1.21 1.20
O 2.07 -1.27 1.75
C 5.26 -0.10 0.48
C 5.60 -1.25 -0.42
C 6.12 0.98 0.56
H 6.64 3.83 2.32
H 6.65 3.87 0.56
H 7.84 2.89 1.41
H 4.53 2.88 2.83
H 2.76 1.84 3.78
H 2.51 0.09 3.57
H 1.74 1.22 2.47
H 3.48 -2.05 0.57
H 4.82 -1.42 -1.17
H 5.72 -2.17 0.15
H 6.53 -1.05 -0.95
H 7.02 0.98 -0.04
```

Results
Highest occupied orbital energy = -10.7969 eV
Gap between HOMO and LUMO = 7.25 eV
Total charge = +1
Energy relative to the best compared isomer or geometry (same formula, charge and spin) = 152.76 kJ/mol

=====

No. 5
The following is a quantum chemistry calculation of a molecular structure, C35H39Cl2F3N6NiO3 in a non-equilibrium geometry, from the Open Molecules 2025 dataset.

The geometry in XYZ format:
```
89
Properties=species:S:1:pos:R:3
Ni 9.35 -24.57 -2.59
C 8.21 -24.74 0.80
O 7.28 -23.72 1.22
O 8.50 -24.39 -0.56
C 9.35 -25.06 1.86
F 9.92 -24.01 2.33
F 9.08 -25.88 2.88
F 10.30 -25.73 1.17
C 6.50 -24.04 2.31
C 5.49 -22.86 2.53
H 4.56 -23.00 1.98
H 5.13 -22.95 3.55
H 5.97 -21.90 2.34
H 7.14 -23.99 3.19
H 5.91 -24.94 2.14
H 7.65 -25.67 0.87
O 7.48 -24.73 -3.46
H 7.05 -25.02 -2.64
N 7.13 -18.25 0.91
C 6.78 -19.18 1.88
C 5.64 -19.10 2.66
C 4.91 -17.97 2.50
C 5.10 -17.20 1.44
C 6.21 -17.29 0.64
H 7.37 -20.02 2.21
H 5.32 -19.86 3.37
H 4.16 -17.77 3.26
H 4.32 -16.50 1.18
H 6.37 -16.68 -0.23
N 5.62 -30.87 4.03
C 6.24 -29.90 4.75
C 6.67 -28.64 4.22
C 6.20 -28.33 2.93
C 5.63 -29.33 2.13
C 5.27 -30.53 2.74
H 6.61 -30.30 5.68
H 7.27 -27.96 4.80
H 6.32 -27.38 2.43
H 5.10 -29.16 1.21
H 4.73 -31.30 2.20
N 5.18 -22.80 -3.14
C 4.72 -21.59 -3.67
C 4.25 -20.50 -2.95
C 4.36 -20.57 -1.56
C 5.00 -21.66 -1.01
C 5.31 -22.79 -1.82
H 4.58 -21.58 -4.74
H 3.77 -19.64 -3.40
H 3.97 -19.75 -0.99
H 5.20 -21.75 0.05
H 5.53 -23.75 -1.37
N 9.59 -22.39 -2.60
C 10.64 -21.64 -3.01
C 10.62 -20.30 -3.19
C 9.47 -19.60 -2.75
C 8.40 -20.25 -2.13
C 8.61 -21.63 -2.08
H 11.57 -22.16 -3.19
H 11.50 -19.82 -3.60
H 9.42 -18.53 -2.89
H 7.50 -19.70 -1.87
H 7.78 -22.16 -1.64
N 9.28 -26.92 -2.42
C 9.01 -27.76 -1.38
C 8.59 -29.09 -1.57
C 8.24 -29.49 -2.83
C 8.45 -28.68 -3.95
C 9.05 -27.41 -3.67
H 9.32 -27.58 -0.36
H 8.39 -29.63 -0.65
H 7.87 -30.50 -2.90
H 8.23 -29.05 -4.94
H 9.14 -26.68 -4.47
N 8.12 -20.17 5.01
C 8.37 -21.45 5.36
C 8.49 -21.88 6.67
C 8.15 -20.93 7.67
C 7.75 -19.59 7.32
C 7.78 -19.29 6.00
H 8.71 -22.13 4.60
H 8.86 -22.87 6.90
H 8.19 -21.24 8.70
H 7.50 -18.90 8.11
H 7.60 -18.33 5.53
C 1.61 -23.84 1.85
Cl 2.69 -25.19 1.90
Cl 1.58 -23.24 0.07
H 0.72 -24.40 2.13
H 1.94 -23.12 2.59
```

Results
Highest occupied orbital energy (alpha / beta) = -8.2996 / -8.2139 eV
Multiplicity = 3
Gap between HOMO and LUMO (alpha / beta) = 8.38 / 7.96 eV

=====

Number 1: E -1747.743445 Eh. Number 2: E -9808.507583 Eh. Number 3: E -4921.681438 Eh. Number 4: E -5685.584962 Eh. Number 5: E -4639.422116 Eh.